[1]
DFT (ωB97M-V with the def2-TZVPD basis set) results for a structure of composition C36H32F9MgN7O4PS.

Last column: Mulliken charge in e.
Positions of all 91 atoms, in Å:
Mg (0.73, 1.10, -0.44)  1.7731
C (-2.91, 3.13, 4.20)  -0.8466
C (-2.18, 3.90, 3.10)  -0.6772
N (-0.81, 3.48, 2.91)  -0.1300
C (-0.43, 2.33, 2.27)  0.0371
S (-1.56, 1.49, 1.29)  0.1919
N (0.82, 1.97, 2.53)  -1.7396
N (1.24, 1.00, 1.69)  1.7565
C (2.16, 0.19, 2.08)  0.3965
C (2.87, 0.27, 3.39)  -2.0722
C (2.45, -0.92, 1.14)  0.4854
C (3.40, -1.90, 1.41)  -0.8782
C (3.55, -2.94, 0.51)  -0.5080
C (2.77, -2.98, -0.63)  -1.1551
C (1.86, -1.95, -0.83)  -0.2264
N (1.69, -0.96, 0.04)  0.2668
H (-3.93, 3.49, 4.31)  0.3737
H (-2.39, 3.24, 5.16)  0.3066
H (-2.94, 2.07, 3.94)  0.0685
H (-2.16, 4.97, 3.34)  0.5113
H (-2.71, 3.79, 2.16)  0.2474
H (-0.10, 3.86, 3.51)  0.3037
H (2.39, 1.03, 4.01)  0.3887
H (3.91, 0.55, 3.24)  0.3801
H (2.85, -0.69, 3.92)  0.3327
H (4.00, -1.85, 2.31)  0.4750
H (4.28, -3.72, 0.70)  0.4268
H (2.87, -3.77, -1.36)  0.4494
H (1.25, -1.90, -1.73)  0.3606
N (-0.68, 0.31, -1.91)  -0.4019
N (0.07, -0.08, -3.05)  -0.4574
C (1.41, 0.45, -3.14)  0.5231
O (1.92, 0.39, -4.26)  -0.7996
O (1.91, 0.88, -2.06)  -0.9103
H (-1.25, -0.47, -1.60)  -0.1435
H (-1.25, 1.15, -2.08)  0.6567
H (-0.41, 0.04, -3.93)  0.2693
O (-1.69, 3.03, -2.03)  -0.7820
C (-0.81, 3.66, -1.44)  0.3888
C (-0.82, 5.18, -1.31)  -0.5886
C (0.47, 5.48, -0.57)  -0.6517
C (1.07, 4.10, -0.31)  0.4025
O (2.12, 3.91, 0.28)  -0.6659
N (0.27, 3.12, -0.83)  -0.1014
H (-1.72, 5.47, -0.76)  0.2351
H (-0.89, 5.62, -2.30)  0.3224
H (0.32, 5.98, 0.39)  0.2532
H (1.18, 6.08, -1.14)  0.2895
F (-3.20, -8.87, -0.01)  -0.2618
C (-3.98, -7.96, -0.64)  0.8428
F (-5.22, -8.14, -0.15)  -0.2650
F (-4.01, -8.30, -1.93)  -0.2876
C (-3.48, -6.57, -0.42)  0.3217
C (-3.49, -6.05, 0.88)  -1.2288
C (-3.00, -4.79, 1.12)  0.1729
C (-2.49, -4.01, 0.08)  -0.0737
C (-2.48, -4.54, -1.21)  -0.4775
C (-2.98, -5.81, -1.46)  -0.8796
P (-1.78, -2.32, 0.30)  0.8703
C (-0.76, -2.60, 1.80)  0.3636
C (-0.64, -1.63, 2.79)  0.0667
C (0.19, -1.84, 3.88)  -0.8448
C (0.93, -3.00, 3.97)  0.4692
C (0.85, -3.96, 2.97)  -1.3567
C (0.01, -3.76, 1.89)  -0.9858
C (1.85, -3.25, 5.13)  0.6700
F (1.77, -2.30, 6.07)  -0.2925
F (3.14, -3.32, 4.74)  -0.2351
F (1.59, -4.43, 5.74)  -0.2898
C (-3.23, -1.41, 0.94)  0.6809
C (-3.82, -0.50, 0.06)  -0.3452
C (-4.88, 0.30, 0.46)  -0.8523
C (-5.37, 0.17, 1.75)  0.3346
C (-4.81, -0.74, 2.63)  -1.4271
C (-3.75, -1.52, 2.23)  0.3768
C (-6.50, 1.03, 2.23)  0.8323
F (-6.97, 1.86, 1.28)  -0.2954
F (-6.14, 1.80, 3.28)  -0.2355
F (-7.55, 0.29, 2.65)  -0.2812
H (-3.89, -6.65, 1.69)  0.3947
H (-3.00, -4.40, 2.13)  0.3039
H (-2.08, -3.95, -2.02)  0.4271
H (-2.97, -6.21, -2.47)  0.4612
H (-1.18, -0.69, 2.70)  0.3818
H (0.27, -1.08, 4.65)  0.4079
H (1.45, -4.87, 3.03)  0.4303
H (-0.05, -4.52, 1.12)  0.5660
H (-3.41, -0.37, -0.94)  0.2429
H (-5.30, 1.02, -0.22)  0.4743
H (-5.20, -0.82, 3.64)  0.3867
H (-3.30, -2.20, 2.94)  0.3001

Summary:
Relative energy (zero: lowest compared OMol25 entry of this formula, charge and spin) ... 0.200 eV
DFT total energy ... -106508.863 eV
Gap between HOMO and LUMO ... 6.9 eV
Net charge ... -1

---

[2]
DFT (ωB97M-V with the def2-TZVPD basis set) results for a structure of composition C36H32NO2P2Tl.

Last column: Mulliken charge in e.
Positions of all 74 atoms, in Å:
C (1.35, -1.06, -1.82)  -0.4998
C (1.03, 0.30, -1.75)  0.7364
C (2.06, 1.25, -1.60)  -0.7114
C (3.38, 0.83, -1.56)  -0.9653
C (3.70, -0.52, -1.65)  -0.2317
C (2.68, -1.46, -1.76)  -0.5674
P (-0.71, 0.83, -1.69)  0.9639
C (-0.69, 2.55, -2.25)  0.5494
C (-0.91, 3.58, -1.31)  -0.1419
C (-0.80, 4.90, -1.73)  -0.7047
C (-0.52, 5.19, -3.07)  -0.5499
C (-0.35, 4.17, -4.01)  -0.7418
C (-0.44, 2.84, -3.60)  -0.2760
Tl (-2.34, 0.54, 0.54)  1.1623
P (-0.34, -0.54, 1.87)  0.6024
C (1.31, 0.16, 1.95)  0.8151
C (2.48, -0.63, 1.88)  -0.5918
C (3.74, -0.05, 2.00)  -0.6630
C (3.86, 1.33, 2.13)  -0.6311
C (2.71, 2.13, 2.15)  -0.7365
C (1.44, 1.56, 2.05)  -0.4511
C (-1.01, -0.53, 3.56)  0.6185
C (-2.35, -0.93, 3.74)  -0.6011
C (-3.01, -0.63, 4.92)  -0.8300
C (-2.30, -0.03, 5.98)  -0.4350
C (-0.93, 0.28, 5.85)  -0.6958
C (-0.30, 0.06, 4.62)  -0.3039
C (-0.26, -2.30, 1.44)  0.8218
C (-0.96, -2.79, 0.33)  -0.3879
C (-0.96, -4.16, 0.07)  -0.5617
C (-0.28, -5.05, 0.91)  -0.6800
C (0.42, -4.56, 2.02)  -0.7143
C (0.44, -3.19, 2.28)  -0.4205
C (-1.55, -0.11, -3.00)  0.5622
C (-0.85, -0.71, -4.06)  -0.1158
C (-1.53, -1.49, -5.00)  -0.8180
C (-2.91, -1.72, -4.85)  -0.5985
C (-3.61, -1.11, -3.80)  -0.7722
C (-2.94, -0.27, -2.91)  -0.4891
H (-2.89, -1.42, 2.91)  0.4496
H (-4.07, -0.85, 5.02)  0.4344
H (-2.81, 0.17, 6.92)  0.4075
H (-0.37, 0.70, 6.68)  0.4346
H (0.74, 0.35, 4.48)  0.4509
H (2.40, -1.71, 1.73)  0.5491
H (4.63, -0.69, 1.98)  0.4547
H (4.85, 1.78, 2.24)  0.4241
H (2.81, 3.21, 2.25)  0.4453
H (0.55, 2.19, 2.06)  0.4128
H (-1.54, -2.10, -0.31)  -0.0899
H (-1.50, -4.54, -0.80)  0.4803
H (-0.28, -6.12, 0.70)  0.4245
H (0.96, -5.24, 2.68)  0.4394
H (0.95, -2.81, 3.16)  0.5014
H (0.22, -0.56, -4.17)  0.5006
H (-0.98, -1.93, -5.82)  0.4412
H (-3.43, -2.37, -5.56)  0.4385
H (-4.67, -1.30, -3.67)  0.4504
H (-3.50, 0.26, -2.12)  0.2588
H (-1.17, 3.36, -0.27)  0.0931
H (-0.94, 5.71, -1.00)  0.4309
H (-0.42, 6.23, -3.38)  0.4114
H (-0.13, 4.40, -5.05)  0.4411
H (-0.32, 2.03, -4.32)  0.3840
H (1.82, 2.31, -1.50)  0.4247
H (4.18, 1.57, -1.43)  0.4653
H (4.75, -0.84, -1.64)  0.1685
H (2.94, -2.52, -1.80)  0.2770
H (0.57, -1.82, -1.90)  0.5645
H (5.52, -2.58, -1.34)  0.0541
H (5.01, -3.09, -1.56)  -0.0034
O (-4.67, 3.87, 2.33)  -0.1541
N (-4.11, 2.96, 1.77)  0.4483
O (-2.84, 2.78, 1.86)  -0.2581

Summary:
Relative energy (zero: lowest compared OMol25 entry of this formula, charge and spin) ... 1.578 eV
DFT total energy ... -66687.711 eV
Gap between HOMO and LUMO (alpha / beta) ... 4.6 / 5.2 eV
Net charge ... +2

---

[3]
DFT (ωB97M-V with the def2-TZVPD basis set) results for a structure of composition C36H32O23S2.

Last column: Mulliken charge in e.
Positions of all 93 atoms, in Å:
O (6.12, -2.67, 1.50)  -0.6029
S (5.89, -2.60, 0.10)  1.2325
O (6.60, -1.58, -0.61)  -0.5983
O (6.23, -3.99, -0.60)  -0.4839
C (4.15, -2.34, -0.29)  -0.6848
C (3.63, -1.07, 0.41)  -1.2480
C (3.08, 0.03, -0.54)  -0.7997
C (2.25, -0.50, -1.70)  0.7894
O (2.12, 0.70, -2.59)  -0.3428
S (0.92, 0.30, -3.54)  1.0614
O (0.53, 1.38, -4.37)  -0.6479
O (1.14, -0.86, -4.37)  -0.7158
O (-0.08, -0.13, -2.37)  -0.2898
C (0.77, -0.91, -1.48)  -0.0360
C (0.19, -1.11, -0.07)  -0.2700
C (-0.04, -2.59, 0.19)  0.1586
C (0.63, -3.20, 1.23)  -0.4826
C (0.43, -4.54, 1.45)  -0.9303
C (-0.42, -5.27, 0.66)  -0.4366
C (-1.11, -4.66, -0.36)  -0.7234
C (-0.91, -3.33, -0.58)  -0.0085
H (6.15, -3.89, -1.56)  0.3728
H (4.09, -2.34, -1.37)  0.3992
H (3.64, -3.20, 0.15)  0.3086
H (2.93, -1.33, 1.20)  0.2787
H (4.48, -0.62, 0.93)  0.7479
H (2.42, 0.67, 0.06)  0.3795
H (3.93, 0.65, -0.86)  0.2606
H (2.73, -1.20, -2.37)  0.5526
H (0.73, -1.91, -1.93)  0.2244
H (-0.81, -0.65, -0.09)  -0.1524
H (0.78, -0.66, 0.72)  0.6490
H (1.30, -2.59, 1.83)  0.4788
H (0.96, -5.02, 2.26)  0.4275
H (-0.56, -6.33, 0.84)  0.3871
H (-1.78, -5.22, -1.00)  0.4210
H (-1.44, -2.80, -1.37)  0.4623
C (3.96, 5.46, -2.06)  -0.8906
C (3.78, 4.13, -2.04)  0.3086
C (4.95, 3.19, -1.95)  0.8922
O (4.75, 1.98, -1.91)  -0.5838
C (6.29, 3.75, -1.92)  -1.1801
C (6.46, 5.08, -1.94)  0.3031
C (5.29, 6.03, -2.00)  1.0919
O (5.52, 7.22, -2.00)  -0.6148
O (7.66, 5.65, -1.92)  -0.5743
O (2.57, 3.59, -2.09)  -0.4632
H (3.13, 6.15, -2.12)  0.4713
H (7.12, 3.06, -1.87)  0.4691
H (7.51, 6.61, -1.94)  0.3560
H (2.70, 2.62, -2.07)  0.3474
C (-2.54, 3.82, 1.63)  -0.9013
C (-2.14, 2.83, 0.83)  0.2495
C (-2.77, 1.47, 0.87)  0.9705
O (-2.36, 0.62, 0.10)  -0.5748
C (-3.82, 1.23, 1.83)  -0.9350
C (-4.23, 2.21, 2.64)  0.2490
C (-3.62, 3.58, 2.59)  1.0169
O (-4.05, 4.44, 3.34)  -0.6195
O (-5.19, 2.03, 3.54)  -0.5924
O (-1.16, 2.99, -0.06)  -0.5557
H (-2.10, 4.80, 1.61)  0.4640
H (-4.26, 0.24, 1.86)  0.4986
H (-5.30, 2.89, 4.00)  0.3563
H (-1.06, 2.13, -0.52)  0.2687
C (-3.59, -2.66, -4.63)  -1.1744
C (-4.75, -2.24, -5.16)  0.4251
C (-4.81, -1.10, -6.13)  0.9973
O (-5.89, -0.79, -6.58)  -0.6295
C (-3.57, -0.43, -6.48)  -0.7741
C (-2.40, -0.84, -5.96)  0.3875
C (-2.34, -2.00, -4.99)  0.9896
O (-1.26, -2.35, -4.55)  -0.5622
O (-1.26, -0.24, -6.27)  -0.6023
O (-5.92, -2.80, -4.85)  -0.5870
H (-3.54, -3.48, -3.93)  0.4764
H (-3.63, 0.40, -7.18)  0.4367
H (-0.55, -0.71, -5.78)  0.2841
H (-6.59, -2.32, -5.37)  0.3580
C (-4.17, -1.45, 7.55)  -0.9319
C (-3.68, -1.24, 6.33)  0.3688
C (-2.94, 0.02, 5.98)  0.9847
O (-2.50, 0.14, 4.85)  -0.5397
C (-2.78, 1.04, 7.01)  -1.1519
C (-3.28, 0.83, 8.24)  0.5302
C (-4.00, -0.44, 8.59)  0.9770
O (-4.41, -0.57, 9.73)  -0.6146
O (-3.17, 1.72, 9.21)  -0.5702
O (-3.81, -2.12, 5.34)  -0.5767
H (-4.71, -2.35, 7.81)  0.4240
H (-2.26, 1.95, 6.74)  0.4371
H (-3.61, 1.33, 9.99)  0.3591
H (-3.36, -1.73, 4.57)  0.3128

Summary:
DFT total energy ... -106610.402 eV
Gap between HOMO and LUMO ... 7.7 eV